Below is a 2-piece molecular cluster, C6H12N2 overall in a non-equilibrium geometry, with properties calculated with ωB97M-V/def2-TZVPD.

Properties
HOMO energy = -8.6 eV
Total charge = 0
E_LUMO = 0.895 eV
SMILES = Cc1c[nH]cn1.CC

```
20
Properties=species:S:1:pos:R:3:lowdin_charge:R:1
C -2.9825 -0.2988 0.2507 -0.050
C -1.6253 -0.8024 -0.1600 -0.365
C -1.2075 -1.0465 -1.4512 -0.058
N -0.1257 -1.8993 -1.2708 0.032
C -0.1473 -2.3362 0.0165 -0.204
N -0.9263 -1.5723 0.7328 0.083
H -3.0739 0.7900 0.1987 0.068
H -2.9399 -0.4209 1.3187 0.062
H -3.8024 -0.7846 -0.2589 0.073
H -1.5116 -0.5673 -2.3637 0.110
H 0.2327 -2.4747 -2.0180 0.139
H 0.5408 -3.0647 0.4110 0.113
C 1.8033 1.7433 -0.0697 -0.179
C 2.5696 1.9097 1.2540 -0.167
H 2.1292 2.3920 -0.8950 0.054
H 2.2505 0.8081 -0.4178 0.059
H 0.7379 1.9317 -0.0724 0.057
H 2.0616 1.2126 1.9263 0.061
H 3.6043 1.6025 1.1527 0.061
H 2.4127 2.8777 1.7162 0.054
```